C4H16O3S | wB97M-V/def2-TZVPD

XYZ file:
```
24
Properties=species:S:1:pos:R:3:forces:R:3
S 0.1054 0.3312 1.0439 -0.4 -0.3 0.3
O -0.7012 4.4535 -3.7443 0.9 -1.5 -0.3
O 6.8862 -0.3641 -0.6022 1.0 -0.4 0.2
O 3.9969 -0.6892 0.0509 0.2 -0.1 0.4
C -4.4510 -2.4798 0.9517 0.1 0.2 1.7
C -3.9242 -1.0758 0.6964 0.3 0.6 -2.1
C -2.4004 -1.0256 0.9263 -0.4 1.1 0.9
C -1.6367 0.2641 0.5372 -0.9 -0.8 -1.4
H -4.4702 -0.2508 1.1609 0.1 -0.4 0.7
H -1.5848 0.2322 -0.5551 -0.1 0.5 0.0
H -3.9541 -3.2651 0.3885 -0.1 0.2 -0.5
H -4.1089 -0.8274 -0.3637 0.1 -0.2 0.0
H -5.5332 -2.5662 0.8952 0.0 0.0 -0.4
H 4.2992 -1.3547 0.6878 0.0 0.3 -0.2
H -2.2991 -1.0223 2.0150 0.4 -1.0 0.1
H 6.1341 0.1699 -0.8124 -0.9 0.4 0.0
H 6.9456 -1.0027 -1.3146 0.0 -0.1 -0.1
H 3.5104 -1.1853 -0.6038 -0.3 -0.2 -0.2
H 0.2065 4.5714 -4.0731 -0.4 0.5 0.1
H -2.0142 -1.8920 0.3929 0.5 -0.1 0.5
H -0.0399 -0.6483 1.9457 0.2 0.1 0.1
H -2.2173 1.1363 0.8366 0.3 0.1 0.1
H -4.2095 -2.7340 1.9969 -0.1 0.0 -0.1
H -0.6923 3.4673 -3.7080 -0.5 1.0 0.2
```
Positions in Å, forces in eV/Å.

Computed properties:
Calculated total energy = -785.87208 Ha
Maximum force = 0.0428 Eh/bohr
ΔE to the lowest compared entry with this formula, charge and spin = 79.62 kJ/mol
LUMO = 0.020 hartree
M = 144.2 g/mol